1.
Entry from the Open Molecules 2025 dataset: a 16-piece molecular cluster, C18H68N16O16 overall at a distorted geometry (ωB97M-V/def2-TZVPD).

XYZ file:
```
118
Properties=species:S:1:pos:R:3:lowdin_charge:R:1
C -9.963 4.422 23.698 -0.081
C -10.646 3.343 24.503 -0.282
O -11.631 2.702 23.713 -0.077
H -9.126 4.865 24.167 0.068
H -10.654 5.265 23.453 0.057
H -9.864 4.032 22.725 0.023
H -10.935 3.716 25.491 0.125
H -9.837 2.604 24.565 0.116
H -11.187 2.061 23.211 0.054
C -7.314 3.971 20.479 -0.067
C -7.980 2.610 20.576 -0.285
O -6.937 1.686 20.653 -0.057
H -7.872 4.737 20.765 0.002
H -6.842 4.185 19.541 0.066
H -6.607 4.188 21.230 0.071
H -8.424 2.350 19.624 0.100
H -8.607 2.546 21.477 0.109
H -7.253 0.808 20.660 0.062
C -12.356 5.387 17.097 -0.562
O -12.678 6.565 16.495 -0.089
N -12.438 4.296 16.348 0.142
N -11.683 5.265 18.204 0.130
H -12.967 4.350 15.385 0.180
H -12.204 3.372 16.769 0.116
H -11.767 6.021 18.900 0.049
H -11.435 4.358 18.615 0.057
C -11.659 7.245 26.440 -0.670
O -11.627 6.202 27.178 -0.031
N -12.296 7.216 25.251 0.180
N -11.179 8.398 26.784 0.140
H -12.743 6.308 24.920 0.067
H -11.928 7.828 24.486 0.055
H -10.867 8.421 27.736 0.142
H -11.414 9.236 26.335 0.085
C -11.361 6.724 20.885 -0.628
O -10.198 6.138 21.177 -0.036
N -12.369 6.945 21.764 0.150
N -11.642 7.312 19.778 0.139
H -12.242 6.222 22.465 0.079
H -13.363 6.962 21.383 0.108
H -10.815 7.530 19.150 0.099
H -12.472 7.893 19.633 0.103
C -11.792 10.052 23.752 -0.601
O -13.127 10.493 23.565 -0.169
N -11.044 10.717 24.590 0.127
N -11.225 8.955 23.297 0.112
H -11.508 11.446 25.177 0.144
H -10.146 10.305 24.852 0.067
H -11.755 8.336 22.579 0.098
H -10.194 8.685 23.228 0.083
C -15.485 7.268 19.058 -0.574
O -14.549 7.552 20.026 -0.139
N -16.427 6.387 19.326 0.149
N -15.581 7.886 17.906 0.189
H -16.507 6.096 20.366 0.151
H -17.129 5.944 18.739 0.115
H -14.704 8.437 17.667 0.081
H -15.901 7.384 17.118 0.107
C -8.546 6.703 17.984 -0.621
O -9.357 7.751 18.190 -0.080
N -7.286 6.802 17.854 0.172
N -9.064 5.491 17.794 0.180
H -6.828 7.737 17.862 0.146
H -6.602 6.042 18.006 0.131
H -10.133 5.483 17.966 0.070
H -8.601 4.587 17.693 0.113
C -8.466 8.236 24.573 -0.543
O -9.154 7.298 23.733 -0.155
N -9.020 8.878 25.546 0.119
N -7.241 8.593 24.251 0.177
H -9.923 8.412 25.869 0.059
H -8.536 9.505 26.221 0.154
H -6.808 8.070 23.434 0.092
H -6.657 9.138 24.825 0.094
C -14.058 9.452 15.529 -0.667
O -14.330 8.592 14.513 -0.121
N -13.468 9.096 16.599 0.117
N -14.250 10.774 15.421 0.125
H -13.156 8.092 16.617 0.063
H -13.082 9.641 17.387 0.087
H -14.963 11.148 14.705 0.153
H -13.754 11.344 16.127 0.109
C -9.137 9.420 21.000 -0.211
O -8.461 9.882 19.915 -0.122
H -8.542 8.592 21.467 0.060
H -10.062 8.968 20.623 0.061
H -9.238 10.124 21.820 0.082
H -8.374 9.072 19.348 0.050
C -11.768 3.221 20.768 -0.036
O -11.202 3.005 19.431 -0.136
H -10.939 2.952 21.285 0.021
H -12.594 2.593 20.894 0.071
H -12.241 4.232 20.821 0.104
H -10.697 2.234 19.334 0.055
C -6.437 7.257 21.057 -0.135
O -5.752 7.876 22.125 -0.121
H -6.581 7.861 20.203 0.051
H -7.364 6.853 21.338 0.054
H -5.861 6.373 20.781 0.083
H -4.793 7.664 22.122 0.120
C -14.175 4.555 23.496 -0.161
O -13.335 4.887 24.527 -0.112
H -15.183 4.439 23.962 0.108
H -13.993 3.630 22.976 0.070
H -14.133 5.307 22.714 0.059
H -12.567 4.323 24.448 0.039
C -12.814 10.535 19.417 -0.159
O -11.781 10.001 18.683 -0.113
H -13.640 9.876 19.401 0.049
H -13.116 11.504 19.074 0.085
H -12.606 10.567 20.485 0.088
H -11.040 10.581 18.658 0.089
C -15.451 7.724 23.864 -0.125
O -15.984 7.502 22.524 -0.157
H -15.877 8.546 24.414 0.065
H -14.452 8.213 23.674 0.063
H -15.482 6.783 24.470 0.082
H -16.196 8.308 22.080 0.054
```

Total charge: 0
Kohn-Sham gap, eV: 8.16
HOMO energy, eV: -8.3594
Energy relative to the best compared isomer or geometry (same formula, charge and spin), kJ/mol: 165.2
E_LUMO, hartree: -0.007

2.
Entry from the Open Molecules 2025 dataset: C18H7Cl5CrN3O8S as an isolated structure at a distorted geometry (ωB97M-V/def2-TZVPD).

XYZ file:
```
43
Properties=species:S:1:pos:R:3:lowdin_charge:R:1
Cr -0.013 0.166 -1.183 0.623
O 1.087 1.757 -0.992 -0.188
N 0.913 2.806 -1.789 -0.150
C 1.750 3.881 -1.629 0.009
C 1.641 4.984 -2.424 -0.073
C 0.652 5.041 -3.410 -0.057
C -0.199 3.938 -3.555 -0.089
C -0.058 2.820 -2.758 -0.621
S -1.037 1.420 -2.941 0.740
H 2.473 3.765 -0.839 0.141
H 2.322 5.811 -2.285 0.103
H 0.545 5.904 -4.046 0.100
H -0.981 3.934 -4.296 0.103
Cl 0.214 -6.235 -4.204 0.653
C 0.535 -4.637 -3.662 -0.733
C -0.435 -3.933 -2.959 -0.697
Cl -1.975 -4.620 -2.653 0.703
C -0.158 -2.637 -2.518 -0.516
Cl -1.266 -1.731 -1.561 0.900
C 1.056 -1.969 -2.804 -0.462
O 1.248 -0.762 -2.435 -0.187
C 2.010 -2.715 -3.540 -0.603
Cl 3.500 -1.964 -3.943 0.707
C 1.761 -4.035 -3.933 -0.705
Cl 2.974 -4.923 -4.763 0.667
O 0.484 -0.674 0.645 -0.062
C -0.451 -0.014 1.184 -0.584
O -1.140 0.726 0.423 -0.077
C -0.747 -0.158 2.615 -0.168
C -1.631 0.714 3.243 0.028
C -1.901 0.547 4.617 -0.188
C -1.311 -0.495 5.327 0.039
C -0.440 -1.371 4.684 -0.186
C -0.137 -1.196 3.319 0.031
N 0.127 -2.434 5.398 -0.476
O 0.876 -3.232 4.799 -0.142
O -0.135 -2.551 6.614 -0.129
N -2.771 1.430 5.265 -0.477
O -3.292 2.353 4.604 -0.148
O -3.001 1.275 6.484 -0.129
H -2.100 1.515 2.697 0.099
H -1.537 -0.633 6.373 0.097
H 0.550 -1.864 2.830 0.100
```

Total charge: -2
Kohn-Sham gap (spin up / spin down), eV: 1.84 / 5.26
HOMO energy (spin up / spin down), eV: 1.2685 / -2.2594
2S+1: 6
Energy relative to the best compared isomer or geometry (same formula, charge and spin), kJ/mol: 238.4
E_LUMO (spin up / spin down), hartree: 0.114 / 0.110

3.
Entry from the Open Molecules 2025 dataset: C18H8CeN7O5S3SbSe as an isolated structure at a distorted geometry (ωB97M-V/def2-TZVPD).

XYZ file:
```
44
Properties=species:S:1:pos:R:3:lowdin_charge:R:1
Ce 0.614 -1.621 -0.325 0.483
O 2.022 -3.138 3.375 0.115
C 1.845 -2.928 2.187 -0.460
O 0.783 -2.240 1.755 -0.212
C 2.805 -3.424 1.020 -0.489
O 3.836 -4.073 1.283 0.065
O 2.431 -3.003 -0.160 -0.225
Se -4.648 4.881 -1.168 1.000
N -3.554 4.211 0.266 -0.163
C -3.147 3.056 -0.199 -0.319
C -2.304 2.262 0.712 -0.113
C -2.011 2.510 2.010 0.018
C -1.012 1.744 2.690 -0.011
C -0.430 0.699 2.013 -0.066
N -0.882 0.357 0.751 0.058
C -1.780 1.087 0.103 -0.144
C -2.166 0.713 -1.237 -0.132
N -1.846 -0.595 -1.563 0.084
C -2.214 -1.043 -2.756 -0.204
C -2.580 -0.198 -3.800 -0.054
C -2.879 1.127 -3.518 0.055
C -2.776 1.525 -2.141 -0.117
C -3.276 2.771 -1.673 -0.321
N -3.998 3.634 -2.391 -0.215
H -2.664 3.236 2.563 0.136
H -0.813 1.851 3.747 0.100
H 0.264 0.002 2.428 0.088
H -2.083 -2.152 -3.016 -0.004
H -2.743 -0.730 -4.731 0.077
H -3.210 1.866 -4.222 0.111
S -0.949 -2.885 -4.892 -0.012
Sb 0.789 -3.427 -3.474 0.459
S -0.586 -3.768 -1.476 0.011
S 1.718 -1.159 -2.746 0.010
N 4.487 -0.609 0.344 0.188
C 3.409 -0.143 1.036 -0.414
O 2.306 0.123 0.352 -0.186
C 3.547 0.160 2.466 -0.203
C 2.656 0.981 3.224 -0.206
N 1.874 1.622 3.784 0.139
C 4.520 -0.402 3.243 -0.291
N 5.297 -0.865 3.971 0.134
H 4.232 -0.766 -0.640 0.114
H 5.116 -1.251 0.809 0.114
```

Total charge: -1
Kohn-Sham gap (spin up / spin down), eV: 5.70 / 4.53
HOMO energy (spin up / spin down), eV: -5.3430 / -5.3427
2S+1: 2
Energy relative to the best compared isomer or geometry (same formula, charge and spin), kJ/mol: 169.5
E_LUMO (spin up / spin down), hartree: 0.013 / -0.030

4.
Entry from the Open Molecules 2025 dataset: C18H8Cl2F5INO3Tb as an isolated structure (ωB97M-V/def2-TZVPD).

XYZ file:
```
39
Properties=species:S:1:pos:R:3:lowdin_charge:R:1
Tb 0.394 -0.081 0.391 1.917
Cl 5.826 -2.849 4.329 0.696
C 4.807 -1.837 3.346 -0.605
C 5.187 -0.570 3.048 -0.169
C 4.378 0.285 2.245 -0.661
I 5.104 2.179 1.883 0.961
C 3.174 -0.145 1.752 -0.428
O 2.359 0.566 1.002 -0.280
C 2.784 -1.495 2.068 -0.141
N 1.597 -1.926 1.542 -0.006
C 1.179 -3.149 1.777 -0.108
C 1.908 -4.064 2.554 -0.029
C 3.099 -3.656 3.086 -0.002
C 3.573 -2.349 2.851 -0.163
H 6.128 -0.195 3.425 0.089
H 0.228 -3.433 1.338 0.122
H 1.521 -5.059 2.716 0.112
H 3.691 -4.330 3.690 0.097
F -0.516 1.999 0.682 -0.239
C -1.832 1.266 1.184 -0.197
F -2.603 2.297 1.552 0.032
C -1.327 0.621 2.541 -0.614
F -1.261 -0.753 2.298 0.014
F -0.054 0.915 2.896 0.096
F -2.129 0.796 3.567 0.192
Cl -3.203 2.726 -6.465 0.662
C -2.394 1.881 -5.169 -0.651
C -2.997 1.825 -3.925 -0.085
C -2.351 1.141 -2.906 0.005
C -1.114 0.556 -3.145 -0.142
C -0.513 0.637 -4.395 -0.003
C -1.165 1.293 -5.426 -0.093
C -0.429 -0.126 -2.025 -0.619
O 0.825 0.040 -1.810 -0.116
O -1.092 -0.804 -1.192 -0.108
H -3.953 2.303 -3.766 0.109
H -2.789 1.049 -1.920 0.123
H 0.461 0.195 -4.566 0.126
H -0.732 1.362 -6.414 0.107
```

Total charge: 0
Kohn-Sham gap (spin up / spin down), eV: 7.49 / 7.52
HOMO energy (spin up / spin down), eV: -8.3563 / -8.3669
2S+1: 7
Energy relative to the best compared isomer or geometry (same formula, charge and spin), kJ/mol: 95.8
E_LUMO (spin up / spin down), hartree: -0.032 / -0.031

5.
Entry from the Open Molecules 2025 dataset: C18H9Cl4N2O3RuS2 as an isolated structure at a distorted geometry (ωB97M-V/def2-TZVPD).

XYZ file:
```
39
Properties=species:S:1:pos:R:3:lowdin_charge:R:1
Ru -0.177 0.113 -1.038 1.081
Cl 1.882 -6.290 0.072 0.617
C 0.988 -4.909 -0.473 -0.726
C -0.116 -5.071 -1.294 -0.726
Cl -0.617 -6.654 -1.784 0.620
C -0.828 -3.948 -1.727 -0.622
Cl -2.235 -4.110 -2.719 0.668
C -0.436 -2.659 -1.366 -0.413
O -1.094 -1.588 -1.725 -0.238
C 0.693 -2.497 -0.525 -0.406
O 1.019 -1.273 -0.157 -0.232
C 1.378 -3.623 -0.082 -0.623
Cl 2.721 -3.388 0.981 0.670
S -0.714 1.561 -2.886 0.536
C 0.211 2.626 -1.893 -1.135
N 0.770 2.129 -0.828 -0.094
C 1.315 3.117 -0.027 -0.299
C 1.965 2.922 1.191 -0.015
C 2.489 4.021 1.840 -0.089
C 2.382 5.308 1.302 -0.110
C 1.742 5.513 0.094 -0.110
C 1.210 4.408 -0.560 -0.481
S 0.354 4.352 -2.074 1.009
H 2.017 1.924 1.601 0.109
H 2.989 3.884 2.791 0.097
H 2.801 6.152 1.835 0.093
H 1.656 6.505 -0.330 0.099
O -0.228 1.003 1.646 -0.141
N -0.998 0.132 1.079 -0.305
C -1.988 0.533 0.190 -0.181
C -3.061 -0.361 -0.079 -0.071
C -3.068 -1.612 0.441 -0.083
C -2.013 -2.012 1.304 -0.047
C -1.022 -1.149 1.618 -0.045
H -2.084 1.606 0.102 0.120
H -3.855 -0.016 -0.727 0.114
H -3.863 -2.304 0.201 0.107
H -1.995 -3.005 1.732 0.116
H -0.189 -1.342 2.273 0.135
```

Total charge: -1
Kohn-Sham gap (spin up / spin down), eV: 6.40 / 6.38
HOMO energy (spin up / spin down), eV: -4.1626 / -4.1374
Energy relative to the best compared isomer or geometry (same formula, charge and spin), kJ/mol: 43.5
E_LUMO (spin up / spin down), hartree: 0.082 / 0.082